Density functional theory data (ωB97M-V with the def2-TZVPD basis set) for the ion C7H11N2Si with charge +1.

Properties
total charge = +1
multiplicity = 1
SMILES string = C[N@+]1(c2ccccc2)N[SiH2]1
LUMO level = -4.3 eV

Geometry as XYZ:
```
21
Properties=species:S:1:pos:R:3:forces:R:3:mulliken_charge:R:1
C 1.640 1.183 -1.380 -1.169 -2.035 -0.184 -0.69
N 1.274 0.044 -0.170 1.535 3.138 -3.741 0.73
C -0.103 0.046 0.140 -4.525 0.177 -0.727 0.57
C -1.016 -0.387 -0.883 1.511 0.566 1.208 -0.08
C -2.413 -0.441 -0.728 1.874 -3.050 -2.924 -0.73
C -2.925 -0.154 0.462 -2.502 1.537 3.331 -0.26
C -2.108 0.375 1.475 0.579 0.487 -0.162 -0.53
C -0.718 0.552 1.332 -0.012 -2.101 -1.402 -0.62
N 2.168 0.098 0.901 0.443 0.296 1.246 -0.61
Si 2.420 -1.393 0.111 0.802 1.594 0.664 0.38
H 1.046 0.700 -2.234 1.233 1.036 1.016 0.31
H 1.225 2.198 -1.179 0.260 -0.997 0.422 0.30
H 2.752 1.208 -1.558 -1.259 -0.283 0.417 0.30
H -0.537 -0.738 -1.777 -0.193 -0.258 -0.479 0.40
H -2.919 -1.131 -1.474 0.186 1.625 0.737 0.28
H -4.032 -0.240 0.724 1.677 -0.105 -0.631 0.31
H -2.581 0.671 2.404 0.183 -0.076 0.005 0.38
H -0.115 0.737 2.187 0.167 0.694 0.691 0.27
H 1.716 0.533 1.687 0.586 -0.250 0.634 0.29
H 3.849 -1.559 -0.254 -0.600 -0.178 -0.326 -0.01
H 1.378 -2.301 0.214 -0.776 -1.818 0.204 0.00
```
Forces are in eV/Å.

Density functional theory data (ωB97M-V with the def2-TZVPD basis set) for a cluster of 2 separate species, C3H12N3 in total.

Properties
total charge = +1
multiplicity = 1
LUMO level = -2.9 eV

Geometry as XYZ:
```
18
Properties=species:S:1:pos:R:3:forces:R:3:mulliken_charge:R:1
C 2.667 -0.195 0.601 -0.044 0.220 -0.346 -0.88
N 1.320 -0.189 1.208 0.142 -0.029 0.117 -0.67
H 3.391 -0.773 1.165 0.089 -0.081 0.018 0.35
H 3.022 0.831 0.514 0.041 0.022 0.178 0.33
H 2.611 -0.569 -0.423 -0.014 -0.216 0.128 0.32
H 1.019 -1.141 1.398 -0.012 0.063 -0.111 0.26
H 1.380 0.249 2.121 -0.076 0.059 0.049 0.25
C -1.492 0.739 -0.719 -0.111 0.435 0.063 -0.43
C -1.732 -0.565 -0.623 0.251 -0.095 -0.048 -0.06
N -2.941 -1.183 -0.763 0.032 -0.100 0.386 -0.47
N -0.117 1.248 -0.585 0.090 -0.359 0.072 -0.24
H -2.243 1.481 -0.930 -0.024 0.079 0.044 0.32
H -0.887 -1.232 -0.485 -0.035 -0.104 0.023 0.27
H -2.969 -2.123 -0.403 -0.082 -0.056 -0.123 0.26
H -3.761 -0.657 -0.500 -0.013 0.070 -0.217 0.25
H -0.099 2.223 -0.292 -0.141 -0.024 -0.061 0.39
H 0.386 1.184 -1.469 0.054 0.139 -0.049 0.38
H 0.444 0.670 0.185 -0.148 -0.020 -0.125 0.38
```
Forces are in eV/Å.

Density functional theory data (ωB97M-V with the def2-TZVPD basis set) for a cluster of 2 separate species, C22H24ClFN3O in total.

Properties
total charge = +1
multiplicity = 1
LUMO level = -2.5 eV

Geometry as XYZ:
```
52
Properties=species:S:1:pos:R:3:forces:R:3:mulliken_charge:R:1
Cl -2.795 2.291 6.736 0.093 -0.260 -0.374 -0.09
C -2.701 0.848 5.715 0.073 -0.355 -0.201 -0.39
N -2.014 1.093 4.383 0.473 -0.146 -0.907 -0.25
C -2.797 2.109 3.510 -0.324 -0.327 1.387 -0.39
C -2.106 2.289 2.181 1.239 -0.525 -0.653 -0.63
N -0.906 1.433 2.165 0.741 -0.611 -0.737 -0.13
F 0.801 -0.106 -2.275 -0.187 0.955 1.768 -0.14
C -1.296 -0.012 2.244 0.653 1.569 -0.581 -0.54
C -1.972 -0.228 3.585 -0.531 -0.136 1.091 -0.58
C 0.105 1.737 3.226 -0.456 -0.189 -1.979 -0.67
C -0.529 1.512 4.566 -1.235 -0.246 1.008 -0.42
H -2.126 0.075 6.264 -0.347 0.464 -0.452 0.38
H -3.731 0.499 5.508 0.641 0.179 0.059 0.39
H -3.793 1.655 3.391 0.220 0.410 0.295 0.43
H -2.812 3.028 4.099 -0.358 -0.160 -0.059 0.38
H -2.738 1.988 1.337 0.109 -0.021 0.250 0.26
H -1.823 3.329 1.978 0.034 -0.208 0.285 0.35
H -1.952 -0.272 1.405 0.036 0.287 0.227 0.28
H -0.396 -0.627 2.120 -0.168 0.202 0.235 0.30
H -1.402 -0.929 4.204 -0.369 -0.018 0.031 0.42
H -3.014 -0.542 3.470 0.198 -0.115 0.211 0.43
H 0.958 1.059 3.065 -0.364 0.155 0.087 0.30
H 0.513 2.749 3.089 -0.453 -0.213 0.097 0.31
H -0.561 2.413 5.172 0.168 -0.148 0.281 0.44
H -0.079 0.655 5.078 -0.066 0.416 0.281 0.42
C 3.926 1.281 -3.662 -0.051 -0.596 0.222 -0.30
C 3.523 0.216 -4.460 0.058 -0.560 -0.221 -0.57
C 2.168 -0.055 -4.701 -0.693 0.221 0.046 -0.48
C 1.184 0.806 -4.159 0.095 1.071 0.455 0.32
C -0.033 0.218 -3.338 1.314 -0.217 -0.045 1.28
C -0.582 -1.199 -3.671 -2.481 -0.875 0.657 -0.10
O -1.717 -1.238 -4.106 1.387 -0.450 -0.242 -0.53
C 0.187 -2.436 -3.118 -0.044 -0.567 0.751 0.35
C 0.883 -2.383 -1.887 1.326 0.103 0.188 -0.29
C 1.989 -3.193 -1.593 -0.994 -0.514 -0.522 -0.46
C 2.206 -4.337 -2.362 -0.118 0.021 -0.403 -0.42
C 1.267 -4.638 -3.370 -0.429 0.376 0.187 -0.33
C 0.227 -3.727 -3.710 0.604 0.267 -0.433 -0.69
C -1.140 1.050 -2.619 -1.274 0.130 1.589 -0.12
N -1.906 1.419 -1.795 2.677 -1.055 -3.064 -0.61
C 1.616 1.982 -3.496 -0.026 -0.638 0.005 -0.35
C 2.961 2.137 -3.157 -0.165 0.258 0.468 -0.37
H 4.968 1.326 -3.313 -0.588 0.113 -0.272 0.34
H 4.285 -0.531 -4.724 -0.497 0.418 -0.301 0.34
H 1.859 -0.958 -5.246 0.264 0.271 0.439 0.45
H 0.706 -1.660 -1.104 -0.194 0.169 -0.458 0.43
H 2.631 -2.867 -0.778 -0.155 -0.472 0.033 0.39
H 3.056 -5.010 -2.158 -0.538 0.435 -0.240 0.39
H 1.363 -5.581 -3.922 -0.224 0.428 0.275 0.37
H -0.543 -4.013 -4.443 0.723 0.305 0.023 0.41
H 0.841 2.607 -3.044 0.403 -0.095 0.036 0.35
H 3.241 2.738 -2.283 -0.200 0.494 -0.821 0.32
```
Forces are in eV/Å.

Density functional theory data (ωB97M-V with the def2-TZVPD basis set) for a structure of composition C21H56O22S7V.

Properties
total charge = +2
multiplicity = 2
LUMO level (alpha / beta) = -5.8 / -5.3 eV

Geometry as XYZ:
```
107
Properties=species:S:1:pos:R:3:forces:R:3:mulliken_charge:R:1
O -0.196 -0.589 -1.932 0.264 0.915 0.508 0.16
V 0.305 0.334 -0.815 -0.655 -0.166 -1.345 3.28
O 1.301 3.299 -3.852 1.904 -1.626 1.647 -0.60
S 2.174 2.647 -2.870 -0.656 0.880 -0.523 0.88
O 1.675 1.452 -2.152 1.065 0.765 -0.679 -0.40
O 3.626 2.267 -3.665 -5.447 0.370 0.520 -0.36
C 4.611 1.622 -2.921 3.084 0.338 -0.799 0.09
C 5.555 0.930 -3.978 -0.411 0.544 0.855 -1.42
C 2.618 3.916 -1.594 0.507 -0.836 -1.109 -0.79
H 4.401 0.939 -2.098 -1.043 -0.075 -0.293 0.20
H 5.056 2.525 -2.503 1.241 -0.598 0.600 0.37
H 6.430 0.603 -3.417 0.097 -0.212 -0.256 0.41
H 5.874 1.579 -4.794 0.012 0.473 0.425 0.40
H 5.090 0.109 -4.524 -0.267 -0.250 0.528 0.29
H 3.025 3.459 -0.693 -0.017 -0.168 -0.238 0.27
H 1.751 4.529 -1.348 -0.122 -0.282 -0.329 0.09
H 3.379 4.477 -2.136 -0.029 0.315 0.280 0.56
O -0.881 1.891 -1.957 0.319 0.092 0.089 0.11
S -1.787 2.991 -2.081 -3.393 3.448 0.329 0.48
O -3.052 2.981 -1.321 2.481 -0.335 -1.213 -0.60
O -1.000 4.432 -1.747 -0.400 -2.223 0.310 0.10
C -1.821 5.613 -1.584 -0.774 1.368 -0.506 -0.54
C -1.305 6.578 -0.546 0.885 0.581 1.334 -1.37
C -2.180 3.375 -3.812 0.997 -0.452 0.276 -1.05
H -2.883 5.415 -1.440 0.171 -0.719 0.500 0.58
H -1.849 6.157 -2.528 0.480 -0.150 -0.330 0.39
H -1.889 7.485 -0.389 -0.755 -0.215 -0.669 0.42
H -0.328 7.027 -0.726 0.248 -0.489 -0.568 0.41
H -1.215 6.217 0.479 -0.106 -0.612 -0.246 0.13
H -1.232 3.426 -4.347 0.130 -0.223 0.096 0.29
H -2.585 4.386 -3.845 -0.393 -0.301 0.265 0.38
H -2.810 2.606 -4.260 -0.121 0.153 0.289 0.43
O 0.994 -0.387 1.284 -0.423 -0.664 2.627 0.13
S 1.138 -0.955 2.654 0.298 -1.021 1.335 0.66
O 1.825 -0.153 3.692 -1.353 -1.495 -2.548 -0.60
O -0.351 -1.433 3.317 1.208 0.930 -2.945 0.24
C -0.389 -1.824 4.679 0.534 0.547 1.839 -0.75
C -0.796 -0.658 5.609 0.887 -0.643 -1.009 -0.96
C 1.916 -2.654 2.541 -0.051 0.786 0.249 -1.01
H 0.601 -2.168 4.980 0.146 0.174 0.070 0.51
H -1.014 -2.697 4.868 -0.372 0.010 -0.860 0.42
H -0.403 -0.968 6.578 -0.465 0.453 0.278 0.43
H -1.855 -0.402 5.594 0.074 -0.270 0.162 0.31
H -0.229 0.194 5.235 -0.017 0.177 0.401 0.13
H 2.012 -2.970 3.579 0.082 0.165 -0.032 0.51
H 2.899 -2.603 2.071 -0.088 0.446 0.109 0.42
H 1.344 -3.404 1.995 -0.503 0.604 -0.182 0.14
O -0.550 -2.262 -0.087 -0.350 -1.996 -0.100 -0.68
S -0.983 -3.527 -0.665 -0.177 -1.083 -0.871 1.04
O -0.985 -3.701 -2.125 0.075 0.259 2.695 -0.73
O -0.003 -4.699 0.026 -1.643 2.187 -0.116 -0.07
C -0.333 -6.079 -0.220 0.281 -0.090 -1.644 -0.29
C 0.814 -6.877 0.315 0.224 -0.350 0.646 -1.23
C -2.671 -3.958 0.013 0.827 0.110 -0.107 -1.11
H -0.361 -6.188 -1.304 -0.063 -0.113 -0.171 0.34
H -1.324 -6.379 0.120 0.085 0.227 0.584 0.36
H 1.768 -6.515 -0.068 -0.117 0.079 -0.137 0.22
H 0.721 -7.929 0.047 -0.103 0.035 -0.011 0.42
H 0.859 -6.810 1.402 -0.006 -0.058 0.057 0.32
H -3.275 -3.056 0.104 0.430 0.096 -0.240 0.21
H -2.532 -4.369 1.014 0.192 0.071 -0.101 0.35
H -3.201 -4.682 -0.606 0.428 0.046 -0.223 0.50
O -2.366 0.928 2.697 0.042 -1.153 -2.581 -0.64
S -2.674 0.270 1.411 -1.218 0.692 1.481 0.57
O -1.752 0.336 0.265 -0.763 -0.574 1.641 -1.03
O -3.084 -1.278 1.720 1.134 1.763 -2.308 0.53
C -3.854 -1.506 2.882 0.973 -2.073 1.482 0.17
C -4.114 -3.046 2.921 -0.214 1.401 0.862 -1.41
C -4.326 0.799 0.878 0.446 -0.367 -0.047 -1.28
H -4.778 -0.943 3.020 0.077 0.145 -0.611 0.44
H -3.144 -1.244 3.666 -0.564 -0.021 0.582 -0.19
H -4.751 -3.153 3.800 -0.335 -0.374 -0.169 0.51
H -3.221 -3.622 3.163 0.148 0.190 -0.376 0.24
H -4.611 -3.413 2.023 -0.029 0.047 0.194 0.36
H -4.694 0.002 0.232 0.234 0.259 -0.399 0.38
H -4.302 1.777 0.397 0.140 -0.211 0.004 0.17
H -4.987 0.771 1.743 0.353 0.341 0.156 0.51
O 0.433 2.253 0.333 -0.389 1.173 1.216 -0.33
S 0.161 3.314 1.324 -0.836 0.710 0.039 0.84
O 0.805 4.600 1.102 -0.663 -2.046 0.525 -0.64
O -1.468 3.538 1.307 3.047 -1.918 -2.224 -0.04
C -2.073 4.394 2.193 -3.154 1.459 1.437 -0.71
C -3.581 4.642 1.719 1.808 -0.320 0.152 -0.84
C 0.462 2.649 2.986 0.043 0.490 0.133 -1.05
H -1.617 5.378 2.294 0.460 -0.205 -0.067 0.57
H -2.130 3.893 3.159 0.106 0.160 0.231 0.37
H -3.599 5.275 0.832 0.036 -0.002 0.073 0.14
H -4.106 5.142 2.532 -0.062 -0.151 -0.080 0.48
H -4.033 3.686 1.456 -0.096 0.122 0.239 0.03
H 1.453 2.199 3.035 -0.035 0.123 -0.292 0.57
H -0.282 1.932 3.333 -0.181 -0.168 -0.805 -0.01
H 0.401 3.457 3.715 0.196 0.361 -0.333 0.57
O 2.326 -0.929 -1.119 1.290 -2.486 -0.679 -0.95
S 2.882 -2.285 -1.417 -0.379 0.132 -1.368 0.56
O 2.713 -3.324 -0.436 0.447 0.920 -0.198 -0.55
O 2.233 -2.816 -2.791 0.383 1.938 1.273 -0.11
C 2.626 -4.079 -3.342 -0.691 -1.717 -0.150 -0.49
C 3.102 -4.002 -4.802 0.182 -0.181 1.158 -1.20
C 4.650 -2.195 -1.951 -0.640 0.729 0.197 -1.26
H 1.763 -4.714 -3.142 -0.692 0.234 -1.016 0.36
H 3.270 -4.708 -2.727 1.074 0.910 0.305 0.42
H 2.486 -3.363 -5.435 -0.036 -0.227 0.107 0.29
H 3.142 -5.034 -5.151 -0.314 0.060 -0.277 0.40
H 4.143 -3.680 -4.831 -0.034 0.334 -0.058 0.30
H 4.835 -1.805 -2.952 -0.957 0.050 -0.197 0.21
H 5.034 -3.215 -1.967 0.083 0.197 0.695 0.47
H 5.129 -1.443 -1.323 0.250 -0.675 0.552 0.51
```
Forces are in eV/Å.

Density functional theory data (ωB97M-V with the def2-TZVPD basis set) for an isolated molecule of C24H31N5O4S.

Properties
total charge = 0
multiplicity = 1
SMILES string = CN(CC(=O)NCCN1CCN(c2ccccc2)CC1)S(=O)(=O)c1ccc2c(c1)CCC(=O)N2
LUMO level = 0.3 eV

Geometry as XYZ:
```
65
Properties=species:S:1:pos:R:3:forces:R:3:mulliken_charge:R:1
C 2.285 2.768 0.642 0.360 0.213 0.245 -1.08
N 1.326 1.754 0.280 -0.045 -0.924 0.496 0.46
C 0.909 1.726 -1.097 -0.243 -0.142 -0.527 -0.36
C -0.258 2.680 -1.388 0.422 0.031 0.318 0.12
O -0.550 2.998 -2.522 -0.035 -0.127 -0.395 -0.68
N -0.896 3.104 -0.285 -0.050 0.232 0.351 0.05
C -2.215 3.692 -0.340 -0.159 0.094 -0.131 -1.08
C -3.187 2.856 0.506 0.131 -0.045 -0.066 -0.90
N -2.878 1.445 0.393 -0.180 0.032 0.167 0.61
C -3.227 0.876 -0.897 0.150 -0.176 -0.123 -0.72
C -2.709 -0.565 -0.952 -0.166 0.213 -0.274 -1.32
N -3.284 -1.372 0.100 0.422 -0.081 -0.058 0.07
C -4.511 -1.994 -0.061 -0.290 -0.280 -0.108 1.04
C -5.012 -2.833 0.943 0.063 0.088 0.130 -0.28
C -6.200 -3.516 0.783 -0.056 0.017 0.007 -0.70
C -6.933 -3.399 -0.386 -0.135 -0.059 -0.081 -0.46
C -6.446 -2.589 -1.395 -0.132 -0.110 0.038 -0.82
C -5.260 -1.895 -1.240 0.192 0.172 -0.039 -0.35
C -2.914 -0.790 1.373 -0.178 0.266 0.368 -0.63
C -3.442 0.648 1.467 0.057 -0.239 0.148 -0.96
S 1.516 0.273 1.031 -0.008 0.201 -0.052 1.21
O 1.688 0.540 2.428 0.353 0.106 -0.071 -0.78
O 0.415 -0.543 0.612 0.204 -0.094 -0.324 -0.63
C 3.033 -0.397 0.366 -0.703 0.300 0.317 -0.10
C 2.994 -1.170 -0.779 0.002 -0.058 -0.120 -0.54
C 4.177 -1.636 -1.322 0.067 0.078 0.081 -1.11
C 5.391 -1.322 -0.717 -0.444 0.209 0.328 0.58
C 5.425 -0.529 0.438 -0.073 0.007 -0.057 0.78
C 4.233 -0.073 0.972 0.134 -0.085 -0.017 -0.83
C 6.766 -0.189 1.017 0.018 -0.076 -0.003 -0.75
C 7.722 -1.366 0.844 0.124 0.131 0.039 -0.71
C 7.783 -1.829 -0.595 0.202 -0.001 0.304 0.41
O 8.775 -2.251 -1.139 0.193 -0.064 -0.040 -0.62
N 6.583 -1.779 -1.253 -0.175 -0.120 -0.578 -0.12
H 2.467 2.674 1.710 0.101 0.235 0.006 0.34
H 1.868 3.752 0.429 -0.020 -0.018 0.008 0.31
H 3.230 2.655 0.096 -0.019 0.027 -0.013 0.32
H 0.530 0.722 -1.302 -0.013 0.127 -0.209 0.26
H 1.732 1.938 -1.790 -0.118 0.031 0.062 0.34
H -0.647 2.645 0.581 0.020 -0.052 -0.173 0.27
H -2.188 4.719 0.040 -0.101 -0.077 -0.115 0.37
H -2.511 3.724 -1.391 0.031 0.046 0.124 0.53
H -4.225 3.093 0.213 0.076 0.016 0.076 0.37
H -3.064 3.132 1.557 -0.073 -0.015 -0.011 0.45
H -2.758 1.461 -1.689 -0.023 0.039 -0.067 0.61
H -4.322 0.887 -1.053 0.062 0.038 -0.020 0.43
H -2.898 -1.014 -1.927 0.036 0.006 0.021 0.51
H -1.629 -0.552 -0.777 -0.067 0.025 -0.125 0.27
H -4.455 -2.973 1.857 0.063 -0.012 0.050 0.35
H -6.554 -4.153 1.581 -0.004 -0.045 0.059 0.37
H -7.863 -3.933 -0.508 -0.070 -0.044 -0.013 0.38
H -6.999 -2.484 -2.318 -0.025 0.012 -0.062 0.36
H -4.930 -1.266 -2.052 0.054 0.072 -0.028 0.21
H -3.306 -1.373 2.202 0.065 -0.003 -0.028 0.40
H -1.821 -0.776 1.429 -0.133 -0.009 0.107 0.09
H -3.140 1.083 2.422 -0.043 0.009 0.004 0.54
H -4.548 0.629 1.424 0.059 0.006 0.051 0.28
H 2.041 -1.417 -1.217 -0.094 -0.088 -0.111 0.49
H 4.165 -2.248 -2.212 -0.021 -0.094 -0.088 0.36
H 4.219 0.522 1.872 0.099 0.076 0.152 0.48
H 7.169 0.684 0.492 0.019 0.014 0.054 0.27
H 6.672 0.072 2.071 0.012 0.045 -0.035 0.40
H 7.375 -2.216 1.439 0.014 -0.011 0.001 0.30
H 8.730 -1.114 1.173 -0.036 -0.102 -0.093 0.34
H 6.562 -2.193 -2.177 0.130 0.040 0.144 0.20
```
Forces are in eV/Å.

Density functional theory data (ωB97M-V with the def2-TZVPD basis set) for a cluster of 2 separate species, BrH2N in total.

Properties
total charge = 0
multiplicity = 1
LUMO level (alpha / beta) = -5.7 / -5.7 eV

Geometry as XYZ:
```
4
Properties=species:S:1:pos:R:3:forces:R:3:mulliken_charge:R:1
N -0.656 -1.143 -0.359 -0.688 1.073 0.864 -0.33
Br 2.437 2.503 1.800 -0.230 -0.259 -0.166 -0.17
H -1.317 -0.352 -0.087 0.928 -1.014 -0.500 0.26
H -0.464 -1.008 -1.354 -0.010 0.199 -0.198 0.24
```
Forces are in eV/Å.

| no. | maximum force (hartree/bohr) |
| --- | --- |
| 1 | 0.100 |
| 2 | 0.009 |
| 3 | 0.082 |
| 4 | 0.107 |
| 5 | 0.020 |
| 6 | 0.030 |